Entry from the Open Molecules 2025 dataset: an isolated molecule of C5H5NO (wB97M-V/def2-TZVPD).

The geometry in ORCA input format:
```
! wB97M-V def2-TZVPD RIJCOSX def2/J DEFGRID3
* xyz 0 1
O 1.7589 0.4321 -1.9020
C 1.0135 0.0980 -0.9472
C 0.7555 -1.3340 -0.3680
C -0.3857 -1.1869 0.3139
C -0.8639 0.1869 0.4022
N 0.0482 1.0662 1.2772
C 0.1090 0.9770 -0.2644
H 1.3662 -2.3288 -0.3912
H -1.0205 -2.0501 0.7311
H -1.9337 0.2900 0.6184
H -0.5909 2.0008 1.4627
H -0.2565 1.8488 -0.9327
*
```

Values from the calculation:
LUMO energy: 0.004 Eh
HOMO level: -9.7 eV
energy above the lowest of the compared OMol25 structures with the same formula, charge and spin: 3.063 eV